{"formula": "C23H35ClN2O3Ru", "method": "ωB97M-V/def2-TZVPD", "symbols": ["Ru", "Cl", "N", "N", "C", "C", "C", "C", "C", "C", "H", "H", "H", "H", "H", "H", "C", "C", "C", "C", "H", "H", "H", "H", "H", "H", "O", "H", "H", "O", "H", "H", "C", "C", "C", "H", "H", "C", "C", "H", "C", "C", "C", "C", "H", "C", "H", "H", "H", "H", "H", "H", "H", "H", "C", "C", "C", "O", "H", "H", "H", "H", "H", "H", "H"], "positions_angstrom": [[0.14, -0.83, 0.77], [0.27, -3.36, 1.86], [-0.91, -1.48, -1.43], [0.65, 0.88, 1.95], [-0.12, -2.17, -2.20], [1.89, 1.28, 2.07], [-2.07, -1.11, -2.29], [-2.03, -2.25, -3.34], [-1.84, 0.23, -2.96], [-3.32, -1.04, -1.47], [-0.93, 0.23, -3.58], [-1.74, 1.00, -2.19], [-2.70, 0.46, -3.61], [-3.55, -2.02, -1.05], [-4.16, -0.71, -2.09], [-3.17, -0.35, -0.64], [-0.20, 1.82, 2.72], [0.78, 2.91, 3.13], [-0.76, 1.09, 3.91], [-1.31, 2.34, 1.85], [-0.88, 2.84, 0.97], [-1.91, 3.05, 2.42], [-1.93, 1.49, 1.52], [0.05, 0.66, 4.52], [-1.41, 0.28, 3.55], [-1.35, 1.79, 4.52], [2.10, 2.38, 2.78], [0.77, 3.15, 4.20], [0.66, 3.83, 2.53], [-0.63, -2.65, -3.34], [-2.30, -1.97, -4.38], [-2.61, -3.14, -3.01], [1.32, -2.32, -1.90], [2.98, 0.58, 1.40], [2.58, 0.58, -0.03], [3.05, -0.43, 1.85], [3.92, 1.10, 1.56], [1.57, -0.33, -0.44], [1.74, -0.91, -1.72], [0.87, -2.13, 1.98], [2.31, -0.10, -2.72], [2.95, 1.09, -2.36], [2.15, -0.52, -4.14], [3.15, 1.40, -1.02], [3.28, 1.79, -3.15], [3.88, 2.61, -0.57], [4.10, 3.27, -1.42], [4.82, 2.42, -0.05], [3.25, 3.17, 0.12], [2.59, -1.49, -4.39], [2.58, 0.23, -4.80], [1.09, -0.59, -4.39], [1.83, -2.80, -2.73], [1.41, -2.92, -0.99], [-4.31, -0.44, 2.09], [-2.95, -1.14, 2.17], [-3.03, -2.61, 1.85], [-1.94, -0.50, 1.42], [-4.80, -0.55, 1.12], [-4.24, 0.63, 2.32], [-4.94, -0.91, 2.87], [-2.75, -1.08, 3.26], [-3.03, -2.77, 0.77], [-2.16, -3.12, 2.26], [-3.93, -3.07, 2.28]], "mulliken_charge": [-2.01, -0.14, 0.60, 0.28, 0.33, 0.46, 1.42, -0.74, -1.55, -1.56, 0.27, 0.19, 0.50, 0.33, 0.45, -0.05, 1.23, -0.75, -1.18, -1.43, 0.40, 0.43, -0.14, 0.47, -0.25, 0.42, -0.41, 0.27, 0.33, -0.40, 0.26, 0.35, -1.31, -0.58, 0.50, -0.01, 0.45, 1.03, 0.65, 0.24, 1.25, -1.50, -1.74, 0.97, 0.20, -1.83, 0.41, 0.28, 0.27, 0.28, 0.41, 0.24, 0.49, 0.03, -1.52, 0.22, -1.17, 0.63, 0.24, 0.31, 0.44, 0.13, 0.01, 0.16, 0.42], "charge": -1, "gap_ev": [2.93, 6.93], "de_lowest_kcal_mol": 20.89, "multiplicity": 6}

=====

{"formula": "C7H13N", "method": "ωB97M-V/def2-TZVPD", "symbols": ["C", "C", "C", "C", "C", "C", "C", "N", "H", "H", "H", "H", "H", "H", "H", "H", "H", "H", "H", "H", "H"], "positions_angstrom": [[-0.54, 2.13, 1.05], [-0.20, 1.02, 0.42], [-1.09, -0.05, -0.10], [-1.65, -0.05, -1.30], [-2.21, -1.15, -2.15], [1.26, 0.69, 0.27], [1.85, -0.14, 1.46], [2.00, -1.57, 1.25], [0.23, 2.77, 1.47], [-1.51, 2.56, 1.29], [-1.04, -0.92, 0.56], [-1.56, 0.89, -1.82], [-1.42, -1.80, -2.53], [-2.69, -0.73, -3.03], [-3.00, -1.73, -1.69], [1.41, 0.16, -0.64], [1.95, 1.51, 0.02], [2.83, 0.27, 1.66], [1.15, 0.01, 2.26], [1.32, -1.98, 0.63], [2.89, -1.89, 0.91]], "mulliken_charge": [-0.88, 0.41, -0.54, 0.04, -1.12, -1.02, -0.57, -0.58, 0.27, 0.32, 0.35, 0.34, 0.26, 0.33, 0.33, 0.48, 0.44, 0.31, 0.36, 0.21, 0.25], "charge": 0, "gap_ev": 9.98, "de_lowest_kcal_mol": 45.58, "multiplicity": 1, "smiles": "C=C(/C=C/C)CCN"}

=====

{"formula": "C6H9N", "method": "ωB97M-V/def2-TZVPD", "symbols": ["H", "N", "C", "C", "C", "C", "C", "C", "H", "H", "H", "H", "H", "H", "H", "H"], "positions_angstrom": [[2.32, 2.18, -0.99], [1.32, 2.01, -1.05], [0.91, 0.99, -0.43], [1.84, -0.14, 0.03], [1.90, -0.65, 1.26], [-0.41, 0.42, -0.68], [-1.20, -0.25, 0.17], [-2.61, -0.61, -0.15], [2.65, -0.32, -0.65], [1.11, -0.50, 1.98], [2.77, -1.19, 1.60], [-0.87, 0.89, -1.54], [-0.81, -0.69, 1.08], [-3.27, -0.22, 0.63], [-2.92, -0.21, -1.11], [-2.73, -1.70, -0.15]], "mulliken_charge": [0.26, -0.70, 0.47, -0.31, -0.59, -0.24, 0.16, -1.20, 0.33, 0.23, 0.27, 0.26, 0.15, 0.31, 0.31, 0.29], "charge": 0, "gap_ev": 9.83, "de_lowest_kcal_mol": 55.70, "multiplicity": 1, "smiles": "[H]/N=C(C=C)/C=C/C"}

=====

{"formula": "C2H8NO", "method": "ωB97M-V/def2-TZVPD", "symbols": ["C", "C", "N", "H", "H", "H", "H", "H", "H", "H", "H", "O"], "positions_angstrom": [[0.62, -1.01, 0.11], [1.98, -1.09, 0.11], [-0.08, 0.27, 0.62], [-0.19, -1.57, -0.33], [2.53, -1.90, -0.34], [2.57, -0.49, 0.79], [-0.37, 0.80, -0.21], [0.53, 0.97, 1.06], [-0.85, -0.04, 1.20], [-1.91, 0.86, -1.48], [-2.79, 1.90, -0.87], [-2.05, 1.31, -0.64]], "mulliken_charge": [-0.55, -0.79, -0.73, 0.46, 0.25, 0.18, 0.37, 0.39, 0.48, 0.32, 0.34, -0.71], "charge": 0, "gap_ev": [3.64, 8.41], "de_lowest_kcal_mol": 66.13, "multiplicity": 2}

=====

{"formula": "C33H51Br2F7N4O9P", "method": "ωB97M-V/def2-TZVPD", "symbols": ["C", "C", "O", "C", "C", "C", "C", "C", "C", "N", "C", "F", "F", "C", "F", "F", "C", "F", "F", "F", "C", "Br", "C", "O", "C", "C", "C", "C", "C", "C", "C", "Br", "C", "C", "O", "O", "C", "C", "O", "C", "C", "C", "N", "N", "N", "H", "H", "H", "H", "H", "H", "H", "H", "H", "H", "H", "H", "H", "H", "H", "H", "H", "H", "H", "H", "H", "H", "H", "H", "H", "H", "H", "H", "H", "H", "H", "H", "H", "H", "H", "H", "O", "P", "O", "C", "C", "O", "C", "C", "O", "C", "C", "H", "H", "H", "H", "H", "H", "H", "H", "H", "H", "H", "H", "H", "H", "H"], "positions_angstrom": [[-2.08, 3.03, -8.08], [-2.29, 4.48, -7.58], [-1.22, 4.99, -6.81], [-1.06, 4.31, -5.59], [-1.26, 5.25, -4.38], [-0.22, 4.97, -3.26], [-0.79, 5.15, -1.85], [-0.21, 4.18, -0.77], [-0.50, 2.80, -1.19], [0.34, 1.89, -1.59], [1.79, 2.06, -1.71], [2.28, 1.20, -2.60], [2.11, 3.28, -2.13], [2.49, 1.82, -0.30], [2.96, 3.00, 0.12], [1.59, 1.41, 0.62], [3.66, 0.81, -0.32], [4.65, 1.21, -1.10], [3.27, -0.42, -0.63], [4.13, 0.77, 0.94], [-0.40, 0.66, -1.88], [-0.74, 0.96, -3.83], [0.28, -0.71, -1.70], [0.99, -1.20, -2.80], [0.45, -2.37, -3.34], [0.39, -3.56, -2.64], [-0.14, -4.70, -3.24], [-0.59, -4.64, -4.55], [-0.50, -3.46, -5.28], [0.02, -2.33, -4.66], [-1.79, 0.74, -1.12], [-2.97, -0.26, -2.35], [-1.78, 0.12, 0.30], [-2.46, -1.24, 0.45], [-3.62, -1.37, 0.56], [-1.65, -2.38, 0.50], [-0.80, -2.29, 1.60], [0.59, -2.79, 1.36], [-1.19, -1.86, 2.63], [-1.93, 2.31, -1.14], [-2.80, 3.03, -0.09], [-4.30, 2.76, -0.25], [-4.92, 3.42, 0.94], [-4.82, 3.39, -1.48], [-4.64, 1.36, -0.18], [-1.06, 2.70, -7.88], [-2.78, 2.37, -7.57], [-2.31, 2.92, -9.13], [-2.47, 5.11, -8.45], [-3.21, 4.56, -6.98], [-0.02, 3.95, -5.54], [-1.69, 3.43, -5.48], [-1.11, 6.26, -4.76], [-2.28, 5.13, -4.01], [0.18, 3.97, -3.46], [0.61, 5.66, -3.43], [-0.52, 6.16, -1.52], [-1.87, 5.07, -1.89], [0.85, 4.38, -0.65], [-0.68, 4.44, 0.17], [-0.51, -1.43, -1.47], [0.89, -0.64, -0.79], [0.75, -3.63, -1.62], [-0.19, -5.62, -2.67], [-0.99, -5.53, -5.02], [-0.83, -3.41, -6.31], [0.10, -1.41, -5.22], [-0.73, 0.02, 0.60], [-2.25, 0.77, 1.04], [0.94, -2.54, 0.36], [1.24, -2.37, 2.12], [0.56, -3.88, 1.41], [-2.46, 2.53, -2.08], [-2.69, 4.11, -0.15], [-2.55, 2.78, 0.94], [-4.78, 4.42, 0.88], [-5.91, 3.21, 0.96], [-5.72, 3.79, -1.23], [-4.25, 4.22, -1.63], [-4.88, 1.08, 0.76], [-5.44, 1.19, -0.78], [3.67, -2.52, 7.05], [3.14, -3.87, 6.75], [4.05, -4.94, 7.55], [3.99, -4.97, 8.98], [2.69, -5.55, 9.49], [3.67, -4.13, 5.22], [4.26, -3.08, 4.46], [5.77, -3.06, 4.62], [1.87, -4.87, 6.49], [0.55, -4.27, 6.45], [0.43, -3.26, 5.33], [4.15, -3.96, 9.38], [4.83, -5.58, 9.31], [1.85, -4.88, 9.28], [2.73, -5.70, 10.57], [2.47, -6.50, 9.00], [3.82, -2.12, 4.72], [4.01, -3.27, 3.41], [6.06, -3.13, 5.67], [6.19, -2.14, 4.20], [6.22, -3.91, 4.11], [0.32, -3.81, 7.42], [-0.16, -5.09, 6.30], [1.09, -2.40, 5.51], [-0.59, -2.88, 5.26], [0.71, -3.70, 4.38]], "mulliken_charge": [-0.97, -0.20, -0.46, -0.43, -0.78, 0.08, -0.72, -1.77, -0.47, 0.98, -0.01, -0.32, -0.21, 1.03, -0.30, -0.23, 0.42, -0.25, -0.13, -0.25, 0.39, -0.03, -1.05, -0.22, 0.33, 0.23, -0.89, -0.48, -0.85, -0.28, 0.39, 0.03, -0.19, -0.47, -0.43, -0.25, 0.89, -0.52, -0.48, 1.12, -2.44, 0.87, -0.82, -0.67, -0.34, 0.26, 0.25, 0.34, 0.38, 0.27, 0.33, 0.27, 0.39, 0.29, -0.36, 0.59, 0.58, 0.24, 0.57, 0.58, 0.85, -0.40, 0.38, 0.43, 0.41, 0.43, 0.48, 0.42, 0.63, -0.23, 0.26, 0.39, 0.59, 0.97, -0.03, 0.26, 0.28, 0.35, 0.22, 0.28, 0.24, -0.77, 1.03, -0.32, -0.34, -0.91, -0.37, -0.18, -1.18, -0.28, -0.39, -1.01, 0.29, 0.33, 0.19, 0.41, 0.25, 0.34, 0.29, 0.29, 0.33, 0.31, 0.31, 0.36, 0.30, 0.49, 0.20], "charge": 1, "gap_ev": 7.08, "multiplicity": 1}